1.
55
Properties=species:S:1:pos:R:3 method="wB97M-V/def2-TZVPD" e_above_lowest_kj_mol=0.0 energy_ha=-1438.29772 smiles="Cc1ccc(C(=O)C2CCN(C(=S)NCCCOC(C)C)CC2)cc1" orbital_gap_ha=0.2947
C -6.686 -2.245 -0.223
C -5.571 -1.251 -0.138
C -4.273 -1.597 -0.500
C -3.243 -0.680 -0.428
C -3.485 0.623 0.003
C -4.793 0.973 0.350
C -5.815 0.051 0.286
H -6.818 0.340 0.567
H -4.980 1.985 0.677
C -2.448 1.674 0.120
O -2.749 2.841 0.250
C -0.985 1.245 0.059
C -0.106 2.166 0.921
H -0.647 3.093 1.119
C 1.208 2.515 0.222
N 1.753 1.373 -0.480
C 3.041 0.987 -0.312
N 3.557 0.117 -1.212
H 2.916 -0.401 -1.793
C 4.842 -0.517 -1.052
C 4.716 -2.014 -0.760
H 4.306 -2.532 -1.630
C 3.801 -2.287 0.431
O 2.459 -2.236 -0.012
C 1.498 -2.577 0.974
C 0.199 -2.882 0.231
H -0.570 -3.197 0.930
H -0.140 -1.994 -0.295
H 0.364 -3.671 -0.498
C 1.304 -1.457 1.998
H 1.142 -0.514 1.483
H 0.448 -1.675 2.630
H 2.181 -1.349 2.631
H 1.833 -3.490 1.496
H 3.983 -1.542 1.216
H 4.007 -3.285 0.848
H 5.708 -2.414 -0.554
H 5.353 -0.013 -0.228
H 5.424 -0.370 -1.969
S 3.974 1.601 0.920
C 0.914 0.820 -1.525
H 0.913 -0.274 -1.432
C -0.524 1.326 -1.401
H -0.600 2.361 -1.738
H -1.165 0.722 -2.046
H 1.305 1.084 -2.519
H 1.947 2.841 0.955
H 1.054 3.332 -0.494
H 0.099 1.683 1.877
H -0.892 0.213 0.407
H -2.255 -0.992 -0.727
H -4.067 -2.601 -0.840
H -7.266 -2.073 -1.130
H -7.358 -2.143 0.626
H -6.303 -3.262 -0.252

***

2.
60
Properties=species:S:1:pos:R:3 method="wB97M-V/def2-TZVPD" e_above_lowest_kj_mol=0.0 energy_ha=-1740.95287 total_charge=+4 orbital_gap_ha="0.3032 / 0.0962" spin_multiplicity=4
N 1.092 -3.123 -1.062
C 0.631 -4.171 -1.239
C 0.119 -5.500 -1.511
H -0.381 -5.915 -0.623
H 0.946 -6.168 -1.793
H -0.601 -5.465 -2.342
N 0.890 2.154 -4.834
C 0.428 2.285 -5.889
C -0.133 2.463 -7.218
H 0.641 2.348 -7.990
H -0.575 3.464 -7.324
H -0.918 1.717 -7.405
N -2.131 2.307 0.901
C -3.274 2.366 1.147
C -4.673 2.522 1.443
H -5.233 2.686 0.512
H -4.834 3.382 2.112
H -5.066 1.619 1.940
Tc 1.139 0.972 -1.002
C -0.231 2.064 -1.776
O -1.083 2.704 -2.214
C 1.096 -0.149 -2.546
O 1.052 -0.877 -3.462
C 3.453 0.426 -0.624
C 2.857 0.456 0.644
C 2.180 1.618 1.086
C 2.063 2.724 0.231
C 2.656 2.690 -1.045
C 3.349 1.545 -1.467
H 3.969 -0.474 -0.950
H 2.885 -0.433 1.259
H 1.679 1.637 2.054
H 1.529 3.612 0.564
H 2.667 3.587 -1.665
H 3.880 1.559 -2.422
C -0.233 0.820 4.445
C -0.940 1.213 3.174
O -0.974 0.082 2.268
P -0.279 -0.048 0.809
O 0.630 -1.388 1.193
C 0.768 -2.040 2.509
C 2.108 -1.796 3.174
O -1.506 -0.388 -0.190
C -2.635 -1.247 0.227
C -2.121 -2.649 0.096
H -0.767 0.044 5.018
H -0.203 1.730 5.054
H 0.805 0.484 4.269
H -1.985 1.508 3.343
H -0.423 2.016 2.644
H -0.048 -1.685 3.158
H 0.643 -3.109 2.255
H 2.307 -0.725 3.351
H 2.094 -2.283 4.163
H 2.941 -2.242 2.611
H -2.919 -0.986 1.252
H -3.430 -0.987 -0.482
H -1.224 -2.778 0.740
H -2.906 -3.367 0.362
H -1.769 -2.812 -0.934

***

3.
58
Properties=species:S:1:pos:R:3 method="wB97M-V/def2-TZVPD" e_above_lowest_kj_mol=351.3 energy_ha=-1300.03442 smiles="COc1ccc(N)c(C(=O)NCCC2(O)CN(C(=O)C3(N(C)C)CCC3)C2)c1" orbital_gap_ha=0.2933
C -0.174 7.068 -1.589
O 0.083 5.669 -1.517
C 0.200 4.946 -2.687
C 0.079 5.487 -3.973
C 0.220 4.671 -5.094
C 0.478 3.310 -4.953
N 0.602 2.565 -6.122
C 0.597 2.735 -3.670
C 0.885 1.259 -3.473
O 1.513 0.604 -4.304
N 0.403 0.709 -2.350
C 0.561 -0.695 -1.966
C -0.724 -1.260 -1.334
C -0.602 -2.711 -0.812
O -0.252 -3.575 -1.869
C 0.273 -2.832 0.456
N -0.999 -2.968 1.204
C -1.274 -3.042 2.521
O -2.152 -3.811 2.921
C -0.326 -2.276 3.544
N 0.969 -3.010 3.654
C 0.842 -4.379 4.175
C 2.041 -2.305 4.361
C -0.324 -0.759 3.196
C -1.524 -0.572 4.149
C -1.087 -1.882 4.836
C -1.843 -3.145 0.000
C 0.460 3.583 -2.553
H -0.234 7.475 -0.580
H 0.625 7.596 -2.111
H -1.124 7.276 -2.084
H -0.123 6.535 -4.123
H 0.120 5.103 -6.078
H 0.993 1.639 -5.960
H 0.823 3.055 -6.973
H -0.132 1.310 -1.747
H 0.852 -1.329 -2.809
H 1.400 -0.783 -1.273
H -1.042 -0.609 -0.518
H -1.522 -1.225 -2.077
H -0.229 -4.472 -1.525
H 0.903 -3.716 0.557
H 0.835 -1.930 0.700
H 1.808 -4.887 4.191
H 0.446 -4.379 5.192
H 0.183 -4.996 3.564
H 2.954 -2.903 4.377
H 2.304 -1.372 3.865
H 1.774 -2.084 5.395
H 0.547 -0.213 3.554
H -0.482 -0.485 2.152
H -1.499 0.322 4.774
H -2.496 -0.640 3.655
H -1.880 -2.558 5.161
H -0.432 -1.699 5.688
H -2.679 -2.447 -0.062
H -2.188 -4.174 -0.109
H 0.572 3.205 -1.548

***

4.
59
Properties=species:S:1:pos:R:3 method="wB97M-V/def2-TZVPD" energy_ha=-2570.52288 total_charge=+1 orbital_gap_ha=0.0599
C 0.346 2.381 -2.873
C -0.692 3.041 -1.741
O -1.513 1.925 -1.255
C -2.950 2.222 -1.270
C -3.465 2.431 0.271
C -3.987 1.066 1.022
C -3.701 1.264 2.624
C -3.307 -0.089 3.446
C -2.007 -0.913 2.937
C -0.846 -1.390 4.043
O -0.928 -1.499 5.372
N 0.454 -1.669 3.259
C 0.053 -1.624 1.791
C 1.172 -1.781 0.620
C 0.636 -1.637 -0.918
O -0.629 -1.561 -1.333
C 1.810 -1.642 -2.107
C 3.231 -0.919 -1.727
C 4.464 -0.934 -2.845
C 4.171 -1.680 -4.292
C 2.723 -2.370 -4.693
C 1.490 -2.365 -3.574
C -0.981 -0.331 1.805
P -0.248 1.430 2.097
C 1.630 1.497 1.777
O -0.418 1.844 3.809
H 0.157 2.784 -3.956
H 0.124 1.209 -2.918
H 1.479 2.531 -2.546
H -1.281 3.922 -2.235
H 0.017 3.523 -0.928
H -3.489 1.246 -1.695
H -3.278 3.099 -1.970
H -4.359 3.216 0.348
H -2.565 2.942 0.864
H -3.599 0.064 0.561
H -5.173 1.050 0.877
H -2.932 2.144 2.872
H -4.732 1.646 3.091
H -3.168 0.162 4.597
H -4.235 -0.838 3.408
H -2.443 -1.970 2.610
H 1.201 -0.933 3.444
H -0.554 -2.647 1.698
H 2.107 -1.077 0.825
H 1.608 -2.889 0.715
H 3.482 -0.372 -0.711
H 5.490 -0.446 -2.550
H 5.075 -1.678 -5.061
H 2.495 -2.897 -5.732
H 0.426 -2.857 -3.772
H -1.446 -0.207 0.739
H 1.966 1.135 0.705
H 2.201 0.949 2.654
H 1.961 2.642 1.837
H -0.073 2.793 3.840
O 5.003 -5.743 -1.186
V 5.676 -4.982 -2.619
O 6.350 -4.220 -4.052

***

5.
65
Properties=species:S:1:pos:R:3 method="wB97M-V/def2-TZVPD" e_above_lowest_kj_mol=116.7 energy_ha=-1908.74291 smiles="C[C@H]1COC(=O)O1.C[C@H]1COC(=O)O1.C[C@H]1COC(=O)O1.C[C@H]1COC(=O)O1.C[C@H]1COC(=O)O1" orbital_gap_ha=0.3780
C -0.219 -2.405 6.421
C 0.525 -2.361 5.104
C -0.406 -2.501 3.860
O -0.107 -1.392 3.092
C 0.851 -0.584 3.657
O 1.200 0.416 3.154
O 1.180 -1.103 4.866
H -0.755 -3.359 6.438
H -0.971 -1.615 6.428
H 0.342 -2.387 7.352
H 1.279 -3.140 5.006
H -1.447 -2.511 4.192
H -0.175 -3.465 3.406
C -0.159 -6.754 -1.558
C -1.363 -6.427 -0.717
C -0.950 -5.464 0.437
O -1.513 -4.209 0.071
C -2.492 -4.425 -0.854
O -3.409 -3.688 -1.063
O -2.278 -5.582 -1.447
H 0.424 -5.857 -1.770
H -0.432 -7.188 -2.523
H 0.487 -7.480 -1.063
H -1.922 -7.266 -0.311
H 0.110 -5.202 0.500
H -1.328 -5.788 1.412
C -0.002 -1.279 -0.256
C 1.221 -0.568 -0.872
C 2.231 -1.545 -1.449
O 2.669 -0.874 -2.636
C 1.759 0.040 -2.999
O 1.886 0.735 -3.971
O 0.772 0.058 -2.078
H 0.203 -2.007 0.522
H -0.603 -1.707 -1.059
H -0.599 -0.458 0.147
H 1.511 0.180 -0.134
H 1.878 -2.541 -1.720
H 3.101 -1.631 -0.794
C -3.062 4.021 -0.753
C -2.004 3.810 0.300
C -2.078 2.557 1.193
O -0.811 1.940 1.014
C -0.020 2.701 0.189
O 1.124 2.490 -0.050
O -0.728 3.683 -0.339
H -3.139 3.190 -1.456
H -2.795 4.909 -1.330
H -4.061 4.232 -0.370
H -1.932 4.687 0.945
H -2.878 1.908 0.831
H -2.265 2.809 2.234
C 0.621 6.462 -3.644
C 1.128 5.279 -2.808
C 2.198 4.434 -3.553
O 3.388 4.634 -2.808
C 3.121 5.332 -1.664
O 3.900 5.454 -0.775
O 1.875 5.809 -1.726
H -0.123 6.067 -4.344
H 1.380 6.943 -4.256
H 0.063 7.144 -3.003
H 0.314 4.607 -2.546
H 2.333 4.859 -4.547
H 1.951 3.374 -3.525

***

6.
74
Properties=species:S:1:pos:R:3 method="wB97M-V/def2-TZVPD" e_above_lowest_kj_mol=0.0 energy_ha=-5812.49955 smiles="CCOC(=O)C(F)(F)F.CCOC(=O)C(F)(F)F.CCOC(=O)C(F)(F)F.ClCCCl.ClCCCl.ClCCCl.ClCCCl" orbital_gap_ha=0.4000
C -12.431 8.122 -22.102
C -13.253 6.859 -21.961
O -12.403 5.747 -21.709
C -13.018 4.600 -21.694
O -14.195 4.471 -21.778
C -12.019 3.416 -21.584
F -10.791 3.825 -21.271
F -12.431 2.548 -20.651
F -11.948 2.773 -22.779
H -12.955 9.007 -21.762
H -12.068 8.138 -23.127
H -11.541 8.055 -21.473
H -13.826 6.695 -22.875
H -13.984 6.939 -21.151
C -18.089 1.860 -22.003
C -16.683 2.420 -21.866
O -15.592 1.526 -22.204
C -15.571 0.896 -23.355
O -16.362 0.945 -24.247
C -14.264 0.084 -23.524
F -14.546 -1.078 -24.149
F -13.439 0.790 -24.330
F -13.633 -0.197 -22.342
H -18.781 2.682 -21.819
H -18.298 1.000 -21.369
H -18.270 1.521 -23.023
H -16.540 2.638 -20.813
H -16.502 3.345 -22.408
C -13.187 1.136 -17.173
C -13.193 1.209 -15.678
O -12.173 2.130 -15.197
C -11.870 2.070 -13.951
O -12.265 1.284 -13.158
C -10.743 3.061 -13.592
F -10.699 4.092 -14.449
F -10.891 3.492 -12.370
F -9.563 2.424 -13.669
H -13.533 2.062 -17.618
H -13.960 0.428 -17.481
H -12.221 0.796 -17.538
H -13.222 0.277 -15.116
H -14.143 1.704 -15.409
Cl -11.569 7.709 -18.723
C -12.216 7.178 -17.132
C -13.181 6.014 -17.236
Cl -12.257 4.516 -17.591
H -12.714 8.060 -16.738
H -11.358 6.912 -16.526
H -13.882 6.161 -18.049
H -13.664 5.852 -16.277
Cl -16.702 0.178 -11.337
C -14.973 0.133 -11.798
C -14.558 -1.142 -12.492
Cl -15.482 -1.393 -13.995
H -14.384 0.309 -10.898
H -14.838 1.006 -12.431
H -14.713 -2.000 -11.849
H -13.507 -1.018 -12.744
Cl -5.014 1.585 -15.096
C -6.493 0.613 -14.933
C -6.414 -0.244 -13.690
Cl -7.877 -1.237 -13.523
H -6.661 0.067 -15.852
H -7.332 1.297 -14.792
H -6.304 0.363 -12.793
H -5.537 -0.892 -13.658
Cl -11.558 6.354 -9.496
C -10.237 5.168 -9.395
C -9.786 4.881 -7.986
Cl -11.148 4.386 -6.929
H -9.415 5.595 -9.969
H -10.561 4.251 -9.880
H -9.282 5.700 -7.488
H -9.136 4.008 -7.995

***

7.
65
Properties=species:S:1:pos:R:3 method="wB97M-V/def2-TZVPD" energy_ha=-3228.53337 total_charge=+1 orbital_gap_ha="0.2792 / 0.2766" spin_multiplicity=4
Cr 1.168 1.301 0.102
C -1.076 1.764 3.760
C -0.220 1.347 2.613
N -0.075 2.038 1.534
N -0.692 3.239 1.427
C -0.442 3.847 0.282
N -0.999 5.059 0.128
S 0.478 3.227 -1.057
C 0.611 0.128 2.690
C 0.675 -0.664 3.828
C 1.571 -1.722 3.864
C 2.376 -1.971 2.765
C 2.239 -1.154 1.656
N 1.378 -0.143 1.617
H -1.695 2.606 3.470
H -0.455 2.066 4.607
H -1.709 0.938 4.087
H -1.455 5.484 0.917
H -0.752 5.625 -0.664
H 0.057 -0.437 4.684
H 1.647 -2.338 4.751
H 3.099 -2.773 2.761
H 2.841 -1.306 0.768
O 4.857 2.617 0.740
C 3.832 2.110 0.359
O 2.662 2.182 0.924
C 3.833 1.245 -0.892
C 4.969 1.033 -1.648
C 4.877 0.211 -2.759
C 3.656 -0.375 -3.072
C 2.564 -0.114 -2.268
N 2.655 0.684 -1.200
H 5.886 1.518 -1.345
H 5.745 0.025 -3.376
H 3.549 -1.024 -3.929
H 1.588 -0.538 -2.460
C -2.697 -1.816 1.225
N -1.548 -1.781 0.335
C -0.516 -2.763 0.630
P -1.386 -0.756 -0.936
O -0.200 0.162 -0.808
N -1.174 -1.700 -2.264
C -0.880 -1.038 -3.532
C -1.685 -3.056 -2.408
N -2.757 0.119 -1.106
C -3.970 -0.485 -1.639
C -2.953 1.412 -0.465
H -2.358 -1.767 2.263
H -3.273 -2.737 1.099
H -3.351 -0.967 1.042
H -0.164 -2.641 1.657
H 0.329 -2.637 -0.045
H -0.897 -3.782 0.518
H -0.523 -0.025 -3.357
H -1.774 -0.985 -4.161
H -0.114 -1.595 -4.076
H -2.055 -3.431 -1.457
H -0.895 -3.721 -2.763
H -2.504 -3.087 -3.132
H -3.749 -1.433 -2.126
H -4.417 0.184 -2.377
H -4.709 -0.667 -0.852
H -1.995 1.856 -0.225
H -3.551 1.326 0.449
H -3.474 2.079 -1.154